ORCA calculation (ωB97M-V/def2-TZVPD) on 2 unconnected molecules or ions with the total composition C4H3FN3O2 at a distorted geometry.

Last columns: bonded neighbours and bond lengths (Å).
Atoms and positions in Å:
1 C 0.846 -0.947 1.807  C4 1.522, H5 1.099, C6 1.444
2 H -0.915 -0.759 0.462  C4 1.107
3 F 0.911 2.479 0.543  H13 1.081
4 C 0.143 -1.086 0.465  C1 1.522, H2 1.107, N8 1.525, C11 1.472
5 H 0.870 -1.913 2.328  C1 1.099
6 C 0.298 0.069 2.675  C1 1.444, N7 1.173
7 N -0.075 0.510 3.696  C6 1.173
8 N 0.009 -2.563 0.110  C4 1.525, O9 1.207, O10 1.213
9 O 0.879 -3.109 -0.523  N8 1.207
10 O -0.973 -3.113 0.562  N8 1.213
11 C 0.812 -0.374 -0.637  C4 1.472, N12 1.155
12 N 1.354 0.064 -1.557  C11 1.155
13 H 0.738 2.644 1.597  F3 1.081

Spin multiplicity: 1
E_LUMO, Eh: 0.130
Energy above the lowest of the compared OMol25 structures with the same formula, charge and spin, kcal/mol: 105.6
Net charge: -1
HOMO level, eV: -3.447